Record 1
Below is C7H17NO in the gas phase in a non-equilibrium geometry, with properties calculated with the ωB97M-V functional and the def2-TZVPD basis.

Results
Multiplicity = 1
Energy above the lowest of the compared OMol25 structures with the same formula, charge and spin = 133.9 kJ/mol
Kohn-Sham gap = 9.68 eV
LUMO energy = 0.8 eV
Molecular weight = 131.2 u

Each line ends with the natural charge from an NBO analysis.
Element x y z (Å)
C: 0.4318 0.0938 -0.4062  -0.066
C: -0.0146 -0.4339 0.9395  0.116
C: 2.0960 -0.2972 -0.4744  -0.200
C: -1.5944 -0.0071 1.3899  -0.425
C: -0.2232 -0.5919 -1.6148  -0.626
C: 0.3165 1.6163 -0.5286  -0.618
C: -2.7121 0.0428 0.3684  -0.620
N: 2.9307 0.4449 0.4470  -0.857
O: 0.0970 -1.8410 1.0628  -0.724
H: -0.5970 -2.2496 0.5284  0.463
H: 0.5952 -0.0062 1.7392  0.181
H: 3.9008 0.4429 0.1420  0.365
H: 2.8872 0.0464 1.3816  0.356
H: 2.2271 -1.3728 -0.3286  0.180
H: 2.4075 -0.0680 -1.4976  0.180
H: -1.8731 -0.7307 2.1656  0.208
H: -1.5165 0.9677 1.8825  0.200
H: -1.2283 -0.2120 -1.8104  0.214
H: 0.8866 1.9788 -1.3915  0.214
H: -0.2890 -1.6767 -1.4924  0.203
H: 0.3543 -0.4034 -2.5269  0.216
H: -0.7168 1.9396 -0.6760  0.202
H: 0.6933 2.1176 0.3678  0.225
H: -3.6813 0.1907 0.8619  0.215
H: -2.7802 -0.8798 -0.2139  0.197
H: -2.5972 0.8888 -0.3154  0.202

Record 2
Below is C7H17NO in the gas phase, with properties calculated with the ωB97M-V functional and the def2-TZVPD basis.

Results
Multiplicity = 1
Energy above the lowest of the compared OMol25 structures with the same formula, charge and spin = 78.0 kJ/mol
Kohn-Sham gap = 9.54 eV
LUMO energy = 0.7 eV
Molecular weight = 131.2 u

Each line ends with the natural charge from an NBO analysis.
Element x y z (Å)
C: 1.1543 -0.1312 -0.2619  -0.067
C: -0.4029 0.0340 -0.2939  0.110
C: -1.0495 0.4148 1.0526  -0.444
C: -2.5328 0.8287 0.9872  -0.209
C: 1.6855 -0.2571 -1.7087  -0.609
C: 1.8405 1.0926 0.3741  -0.611
C: 1.5775 -1.3941 0.5126  -0.613
N: -3.3638 0.0683 0.0612  -0.830
O: -1.0143 -1.1946 -0.7169  -0.746
H: -0.6185 -1.4654 -1.5619  0.472
H: -0.6664 0.8001 -1.0338  0.160
H: -3.2306 0.4417 -0.8788  0.343
H: -2.9634 -0.8755 -0.0114  0.373
H: -0.5202 1.2582 1.5077  0.215
H: -0.9663 -0.4334 1.7427  0.207
H: -2.6094 1.8919 0.7334  0.179
H: -2.9591 0.7214 1.9916  0.185
H: 2.7787 -0.3365 -1.7231  0.217
H: 1.6544 1.1492 1.4516  0.211
H: 2.6696 -1.4849 0.5473  0.208
H: 1.4110 0.6213 -2.3040  0.209
H: 1.2946 -1.1432 -2.2183  0.193
H: 1.4920 2.0240 -0.0850  0.208
H: 2.9285 1.0461 0.2469  0.212
H: 1.1925 -2.3055 0.0421  0.216
H: 1.2181 -1.3710 1.5463  0.211

Record 3
Below is a molecular structure, C7H17NO in a non-equilibrium geometry, with properties calculated with the ωB97M-V functional and the def2-TZVPD basis.

Results
Multiplicity = 1
Energy above the lowest of the compared OMol25 structures with the same formula, charge and spin = 430.8 kJ/mol
Kohn-Sham gap = 9.30 eV
LUMO energy = 0.4 eV
Molecular weight = 131.2 u

Each line ends with the natural charge from an NBO analysis.
Element x y z (Å)
C: 1.7990 0.9987 0.2346  -0.008
C: 1.2836 1.2116 -1.0292  -0.593
C: 1.8358 -1.7372 -0.0070  -0.875
C: 1.0111 1.2116 1.4787  -0.686
H: 2.8461 0.7538 0.3543  0.198
H: 1.3439 2.1439 1.9518  0.237
H: 1.9834 1.3426 -1.8474  0.223
H: 0.1943 0.0742 -1.3165  0.306
H: 0.4787 1.9388 -1.0943  0.229
H: 1.5543 -2.7871 -0.0817  0.212
H: 2.3348 -1.4585 -0.9286  0.212
H: 2.5172 -1.6148 0.8275  0.212
H: 1.1676 0.4043 2.1918  0.227
H: -0.0609 1.2911 1.2893  0.236
C: -2.1982 -0.5921 0.8567  -0.124
C: -0.8677 -0.8335 -1.3015  -0.754
C: -1.8697 -0.0749 -0.5265  0.295
O: -2.7016 0.4126 1.6978  -0.727
N: -2.2730 1.1089 -0.7753  -0.716
H: -2.9259 1.1502 1.1027  0.495
H: -2.0066 1.4572 -1.6931  0.344
H: -2.9291 -1.4076 0.7381  0.180
H: -1.3078 -1.0264 1.3270  0.181
H: -0.9167 -1.8985 -1.0860  0.228
H: -1.0559 -0.7725 -2.3733  0.227
H: 0.7633 -1.2963 0.0099  0.238